(1)
Below is a cluster of 8 separate species, C18H52N2O8 in total at a distorted geometry, with properties calculated with ωB97M-V/def2-TZVPD.

```
80
Properties=species:S:1:pos:R:3:forces:R:3:lowdin_charge:R:1
N -5.47659 -2.04229 1.04982 -0.1 1.6 1.0 0.148
C -5.38632 -0.97311 1.95099 -0.1 0.8 -1.4 -0.626
N -5.41014 -1.30333 3.28297 -0.1 1.7 0.2 0.155
O -5.33437 0.17164 1.48478 0.1 -1.1 1.3 0.005
H -5.27614 -2.90888 1.47370 0.4 -1.2 -0.1 0.069
H -4.99070 -1.77476 0.20674 -0.1 -0.5 -0.2 0.089
H -5.32106 -0.57901 3.99113 -0.1 -0.1 -0.7 0.113
H -5.30226 -2.20860 3.65094 0.1 -1.1 -0.1 0.076
C 4.05295 -3.81284 0.48534 0.6 -1.1 -1.0 -0.071
C 4.26405 -3.05630 1.78683 1.9 -0.1 -1.3 -0.535
C 4.98795 -1.71226 1.52574 1.9 -1.3 -0.5 -0.046
O 3.06179 -2.86738 2.41116 -1.7 0.6 1.0 -0.041
H 3.48179 -4.74975 0.66842 0.4 0.5 0.0 0.082
H 5.00523 -4.08738 -0.08964 -1.2 0.5 1.0 0.101
H 3.43404 -3.21082 -0.17966 0.0 0.1 -0.2 0.065
H 4.85103 -3.70585 2.46703 -0.1 0.5 -0.3 0.142
H 5.97484 -1.78364 0.94178 -1.4 -0.3 0.8 0.108
H 5.20929 -1.24111 2.44754 0.4 0.4 1.2 0.054
H 4.40652 -0.99161 1.01644 -1.1 0.5 -0.9 0.045
H 2.53119 -2.20022 1.94675 0.1 -0.1 0.0 0.070
C 0.89009 -2.88515 -5.42641 0.1 -0.1 0.8 -0.057
C -0.07190 -2.09845 -4.51993 0.1 0.4 0.2 -0.473
C -0.65441 -0.85516 -5.23758 0.6 -1.4 -1.8 -0.061
O -1.14176 -2.95569 -4.10823 -0.2 -0.2 -0.2 -0.068
H 1.36157 -3.68362 -4.81694 -0.3 0.3 -0.5 0.083
H 1.70959 -2.23579 -5.79597 -0.6 -0.3 0.1 0.084
H 0.33419 -3.34043 -6.25380 0.2 0.1 0.1 0.081
H 0.46212 -1.86494 -3.56571 0.0 0.5 -0.9 0.133
H -1.41778 -1.13433 -6.01829 0.8 -0.1 0.8 0.101
H 0.11799 -0.29696 -5.77386 0.1 -0.1 0.1 0.071
H -1.11223 -0.16828 -4.60333 -0.9 1.1 1.5 0.028
H -1.62417 -2.50485 -3.40332 0.0 -0.1 -0.1 0.066
C 2.57066 1.94231 -0.71116 0.8 -0.1 1.1 -0.049
C 1.76589 1.09919 -1.62109 -1.6 -0.4 -1.3 -0.518
C 1.92824 1.51810 -3.07048 0.0 -0.8 -0.6 -0.043
O 2.12831 -0.26909 -1.64606 0.4 0.5 -1.3 -0.046
H 2.48933 1.69787 0.35606 -0.5 0.1 -0.2 0.071
H 2.28556 2.96454 -0.88937 0.0 0.6 0.2 0.080
H 3.63356 1.81455 -0.89159 0.2 0.1 -0.5 0.091
H 0.68101 1.12740 -1.32392 0.7 0.4 -0.2 0.123
H 1.83752 2.56502 -3.30322 -0.1 0.5 0.2 0.072
H 1.22197 0.97295 -3.71503 0.1 0.1 0.3 0.066
H 2.92546 1.16546 -3.36396 -0.1 0.3 0.0 0.093
H 2.10357 -0.48157 -0.74230 0.0 -1.2 2.1 0.007
C 0.59327 0.71416 4.61141 0.7 -2.0 -0.6 -0.073
C 0.82391 2.05167 4.02253 0.3 1.6 -0.5 -0.470
C 2.20017 2.65170 4.42565 -0.3 -0.2 -1.3 -0.048
O 0.73747 2.01845 2.56828 1.2 -0.9 0.7 -0.073
H 1.45382 0.03043 4.29921 -1.2 0.6 0.5 0.110
H -0.36135 0.25092 4.31274 0.4 0.2 -0.2 0.084
H 0.55872 0.76183 5.68710 0.2 0.1 0.5 0.072
H 0.06207 2.75378 4.38768 0.0 -0.1 -0.1 0.137
H 2.27837 2.84555 5.48343 0.0 -0.4 0.4 0.070
H 2.29634 3.62317 3.94622 0.0 0.1 -0.1 0.070
H 3.04121 2.04067 4.03668 -0.5 0.1 0.5 0.088
H -0.06203 2.42587 2.25790 -0.8 0.7 0.0 0.032
C -1.45465 2.84652 -0.25041 -0.5 0.0 -0.9 -0.061
C -2.29437 3.64269 0.69216 -0.5 -1.8 0.9 -0.451
C -3.46615 2.80326 1.15771 0.7 1.2 -0.2 -0.050
O -1.51265 3.82471 1.89676 -0.1 0.4 -0.6 -0.050
H -1.35878 1.83687 0.13450 0.6 -0.1 0.2 0.064
H -0.52712 3.38556 -0.40447 0.4 -0.4 -0.2 0.087
H -1.98874 2.71324 -1.19996 0.2 0.2 0.0 0.086
H -2.60025 4.54948 0.20133 0.0 0.8 0.2 0.139
H -3.06032 1.90237 1.51524 0.4 -1.3 0.7 0.062
H -4.12343 2.56472 0.38831 -1.2 -0.4 -1.5 0.059
H -4.02784 3.26199 1.93324 -0.4 0.5 0.7 0.080
H -1.46164 4.76659 1.98004 0.4 0.8 0.6 0.086
C -3.22431 -0.11586 -1.90804 -0.2 0.0 -1.3 -0.110
O -3.94342 -1.13598 -2.71484 0.8 1.0 2.0 -0.119
H -2.26341 -0.44138 -1.46731 -0.6 -0.3 -0.4 0.058
H -3.02362 0.85771 -2.40102 -0.1 -0.8 -0.5 0.076
H -3.90107 0.19991 -1.14371 -0.5 -0.3 0.8 0.049
H -3.72769 -1.11605 -3.63732 0.5 0.3 -0.6 0.048
C -0.06379 -1.16210 0.35565 0.2 -0.5 -0.8 -0.135
O 1.11210 -0.66259 0.93085 1.5 -0.3 0.4 -0.150
H -0.55696 -0.33829 -0.18209 -0.3 -0.6 0.2 0.050
H 0.25504 -1.96177 -0.36499 -0.3 0.9 0.4 0.104
H -0.68215 -1.68138 1.09183 -0.3 0.4 0.0 0.085
H 1.08576 0.23599 1.28435 -0.7 0.1 0.2 0.057
```
Positions in Å, forces in eV/Å.

Output
SMILES ... NC(N)=O.CC(C)O.CC(C)O.CC(C)O.CC(C)O.CC(C)O.CO.CO
ΔE to the lowest compared entry with this formula, charge and spin ... 144.59 kJ/mol
HOMO-LUMO gap ... 0.374 Eh
Molecular weight ... 424.620 g mol⁻¹

(2)
Below is a structure of composition C18H52N4O10S at a distorted geometry, with properties calculated with ωB97M-V/def2-TZVPD.

```
85
Properties=species:S:1:pos:R:3:forces:R:3:lowdin_charge:R:1
N 1.35592 -4.75282 0.59465 0.0 -1.0 0.2 0.230
H 1.89776 -4.57707 1.52046 0.6 1.1 0.4 0.052
H 0.54624 -4.09721 0.52095 -0.5 -1.1 0.6 0.061
H 1.05444 -5.71929 0.66602 -0.3 0.1 -0.3 0.115
H 1.99355 -4.63301 -0.20740 0.7 0.6 0.2 0.061
N 1.07250 -2.00268 -0.36075 1.5 0.3 -0.6 0.224
H 0.39021 -1.33841 -0.71963 0.2 -0.6 0.3 0.083
H 1.79189 -2.35140 -0.99992 1.0 0.4 0.3 0.064
H 0.58430 -2.85648 -0.01915 -0.8 1.8 -1.0 0.020
H 1.50295 -1.70974 0.54120 0.7 0.1 0.3 0.054
S 2.70469 -2.66967 3.12437 2.7 1.7 1.0 0.199
O 2.26142 -1.97864 1.91963 -1.9 1.4 -1.2 -0.405
O 2.71060 -4.09729 2.71985 -0.3 -2.0 0.5 -0.425
O 4.04647 -2.15624 3.42568 1.1 -0.7 -0.2 -0.439
O 1.94512 -2.37927 4.33984 -2.0 -0.7 0.1 -0.427
C 4.42269 -4.28700 -3.11529 -0.7 -0.5 0.5 -0.099
C 3.24028 -3.63867 -2.34985 0.5 1.9 1.5 -0.660
C 1.91315 -4.32776 -2.68562 0.4 -0.5 -0.6 -0.106
O 3.36136 -3.41098 -0.97430 -0.4 -1.5 -1.7 -0.302
H 5.42410 -3.95973 -2.83898 -0.2 0.1 0.6 0.058
H 4.33883 -4.04275 -4.17889 -0.2 -0.4 -0.1 0.050
H 4.26842 -5.34849 -2.89375 0.7 -0.3 -0.5 0.059
H 3.20893 -2.62721 -2.81168 -0.4 0.2 -0.5 0.098
H 1.78580 -5.29512 -2.18831 0.3 0.0 0.3 0.063
H 1.88545 -4.58962 -3.75153 -0.4 0.4 -0.1 0.061
H 1.07743 -3.70463 -2.36813 -0.1 0.0 -0.4 0.039
C -3.29639 -3.09699 0.41281 -2.5 -6.6 -1.9 -0.045
C -1.95853 -3.53863 -0.22677 1.0 -0.4 0.9 -0.454
C -1.90103 -3.19130 -1.69664 -0.2 -1.1 -1.4 -0.064
O -0.83846 -3.02493 0.45443 -1.8 -2.5 -0.4 -0.330
H -3.26433 -2.05472 0.71851 -15.4 -7.7 -8.7 -0.044
H -3.60744 -3.78018 1.21314 0.9 0.4 0.9 0.091
H -4.16081 -3.40528 -0.19425 0.1 0.6 -0.9 0.078
H -1.79959 -4.62489 -0.13933 -1.0 -0.3 -0.1 0.116
H -2.88685 -3.26958 -2.16702 0.0 -0.3 -0.2 0.073
H -1.19282 -3.85975 -2.18847 -0.1 -0.2 -0.2 0.067
H -1.55623 -2.16004 -1.81231 -0.9 -3.5 -0.4 -0.017
C -1.33013 -0.45751 -2.40877 0.2 1.3 -2.0 -0.116
O -1.28660 -0.98283 -1.11338 0.8 4.9 0.7 -0.276
C -2.06712 -0.20918 -0.24904 -2.8 0.8 0.7 -0.179
C -2.38656 -0.82957 1.07679 4.4 2.3 2.0 -0.191
N -1.10788 -1.07314 1.79960 -0.9 2.0 2.5 -0.014
C -1.32632 -1.28553 3.25156 -0.1 1.8 -0.6 -0.151
C -1.75489 0.00225 3.99560 0.0 -0.3 -0.5 -0.221
O -2.68539 -0.43564 4.97659 -0.3 1.4 0.4 -0.211
C -3.30645 0.64500 5.68104 0.4 -1.8 0.3 -0.126
H -1.27776 0.63246 -2.50811 0.1 0.1 0.8 0.092
H -2.21617 -0.71558 -3.00223 -0.4 -0.3 0.6 0.099
H -0.52183 -0.81740 -3.05006 0.3 -0.3 0.6 0.106
H -3.08867 -0.08532 -0.65022 0.0 -0.1 -0.9 0.131
H -1.75265 0.82879 -0.11633 0.7 -0.2 -0.1 0.100
H -2.80547 -1.83952 0.98573 14.8 9.0 8.7 -0.055
H -3.13225 -0.23046 1.60002 0.2 0.4 0.2 0.137
H -0.82626 -2.01552 1.51707 0.2 0.2 -0.6 0.022
H -0.38305 -1.64904 3.65917 -0.1 -0.3 0.1 0.103
H -2.17605 -1.94736 3.44612 0.1 -0.5 0.0 0.112
H -2.29071 0.73594 3.37631 0.0 -0.2 -0.5 0.094
H -0.90876 0.57318 4.39338 0.1 -0.3 0.4 0.120
H -4.07407 0.09724 6.22848 -0.2 0.5 0.3 0.076
H -3.77092 1.42955 5.07984 0.2 -0.1 -0.4 0.074
H -2.59142 1.07348 6.38667 0.0 0.3 0.0 0.079
C 0.42095 9.78918 -1.78115 -1.8 0.7 -0.4 -0.133
O 0.64173 8.42127 -1.90050 0.9 -0.1 -0.5 -0.186
C -0.21959 7.58060 -1.16652 -0.3 0.7 1.6 -0.251
C 0.12193 6.15870 -1.46396 -0.5 0.6 0.2 -0.246
N 1.50869 5.90748 -1.07428 -1.5 -1.5 -0.6 -0.030
C 1.85748 4.59517 -1.69291 1.3 1.4 0.3 -0.199
C 1.06351 3.38464 -1.21482 -0.2 1.3 -0.5 -0.272
O 1.11897 3.35429 0.16482 0.9 -0.5 0.7 -0.182
C 0.41897 2.25888 0.75928 -0.1 1.0 -0.1 -0.061
H -0.03957 10.03791 -0.81982 0.4 0.1 0.2 0.085
H -0.32314 10.09711 -2.53313 -0.3 -0.1 0.1 0.082
H 1.23543 10.47502 -2.01433 0.7 -0.8 0.4 0.082
H -1.28381 7.84464 -1.22598 0.0 -0.1 -1.0 0.122
H -0.06372 7.74807 -0.08963 0.5 0.0 0.1 0.126
H -0.15973 5.95910 -2.50907 0.6 -0.1 -0.3 0.122
H -0.58116 5.52772 -0.91577 0.3 0.0 0.4 0.119
H 2.07838 6.66140 -1.43180 0.2 -0.2 -0.2 0.096
H 2.91946 4.44042 -1.48261 -0.1 -0.3 0.2 0.117
H 1.83171 4.72883 -2.78136 -0.4 -0.5 -0.2 0.109
H 1.52139 2.56963 -1.78943 -0.2 -0.6 0.5 0.129
H 0.00127 3.47977 -1.48345 0.0 -0.2 -0.5 0.108
H 0.77114 1.30111 0.37952 -0.2 -0.1 0.1 0.095
H -0.64362 2.46416 0.59087 -0.2 -0.6 -0.2 0.071
H 0.54870 2.32805 1.83662 0.4 -0.2 -0.1 0.094
```
Positions in Å, forces in eV/Å.

Output
ΔE to the lowest compared entry with this formula, charge and spin ... 1095.33 kJ/mol
HOMO-LUMO gap ... 0.147 Eh
Molecular weight ... 516.699 g mol⁻¹
Total charge ... -2

HOMO level for every record listed, in sequence, given in Ha: -0.3595, -0.0253.
Calculated total energy for every record listed, in sequence, given in eV: -38868.5223, -56765.8473.